Below is one molecule with the formula C7H15N4P, with properties calculated with ωB97M-V/def2-TZVPD.

ΔE to the lowest compared entry with this formula, charge and spin in kJ/mol: 170.1
SMILES: CN(C)P(N(C)C)n1cccn1
E in eV: -22748.520
LUMO level in eV: 1.03
Kohn-Sham gap in eV: 9.10
HOMO in eV: -8.1

Structure (ORCA input):
```
! RIJCOSX wB97M-V def2-TZVPD def2/J DEFGRID3
* xyz 0 1
H 1.04223 1.03415 0.73992
H 1.77806 -0.83996 -2.43325
C -1.26393 -1.14104 2.69886
C 1.95823 0.52238 0.58866
C -0.26282 -2.25159 1.09792
H -0.85607 3.26437 -1.23808
H 0.06673 -2.94931 0.33389
C -2.31421 1.11984 -0.49578
H -0.86972 1.96314 -2.48208
C 2.44145 -0.62393 -1.61967
H -2.70647 0.15846 -0.52156
N -0.99370 -0.28666 1.72589
H -0.91048 -3.36017 2.88541
H 2.81069 -1.61722 -1.23214
H -2.71957 1.51230 -1.46547
C -0.75394 -2.38504 2.35791
N -0.91474 1.21613 -0.58183
H -2.72430 1.66464 0.37732
C -0.50496 2.25172 -1.58509
H 2.74997 1.19178 0.64028
N 1.59876 0.16566 -0.79592
N -0.45360 -0.97596 0.71774
H 2.19264 -0.34393 1.19827
H 0.46958 2.00069 -1.61480
P -0.27668 -0.35840 -0.81964
H -1.96163 -0.76005 3.46887
H 3.37845 -0.17198 -1.94563
*
```